(1)
Molecular formula: CH2S2
Method: DFT, ωB97M-V with the def2-TZVPD basis set

```
5
Properties=species:S:1:pos:R:3
S -1.4471 -1.2817 1.5190
C -0.2824 -0.2337 0.8729
S 0.3316 0.3127 -0.6882
H 0.0722 0.5299 1.6639
H 0.1241 -0.8086 -1.6002
```

HOMO energy	-8.93	eV
SMILES	S=CS
energy relative to the best compared isomer or geometry (same formula, charge and spin)	60.0	kJ/mol
LUMO level	-0.0247	hartree
HOMO-LUMO gap	8.26	eV
molecular weight	78.161	Da

Charges obtained by Mulliken population analysis, quoted in units of e:
1. S -0.174
2. C -0.137
3. S -0.127
4. H 0.255
5. H 0.184


(2)
Molecular formula: CH33O16
Method: DFT, ωB97M-V with the def2-TZVPD basis set

```
50
Properties=species:S:1:pos:R:3
C 0.8450 -0.2800 5.3320
O 0.0320 0.5230 4.4770
H 0.7660 0.2450 6.3210
H 1.8660 -0.2990 4.9620
H 0.3710 -1.2750 5.3860
O -1.9810 0.3980 6.4800
H -1.9380 0.8320 7.3070
H -1.2620 0.6950 5.9370
O 2.6440 -2.8400 6.2500
H 2.8500 -1.9510 6.1160
H 1.8710 -2.8860 5.7280
O -0.0900 -1.0950 8.2420
H 0.3660 -1.8880 8.0900
H -0.7580 -1.0460 7.5740
O 1.7150 3.3120 6.2150
H 1.0310 3.4010 5.5340
H 1.3030 2.5950 6.7640
O 4.7370 -0.5500 3.4990
H 4.9070 0.3560 3.1450
H 3.8030 -0.5740 3.2330
O 3.7450 -0.4840 6.8790
H 3.6500 0.0100 7.6460
H 3.6600 0.2000 6.1920
O -0.5100 2.9900 4.2970
H -0.2920 2.0290 4.3390
H -1.0290 3.0740 5.0830
O -0.2400 -3.8950 7.0820
H -0.2720 -4.8420 6.9780
H 0.1530 -3.7170 6.2280
O 3.7190 1.7400 5.0350
H 3.4880 1.7240 4.0940
H 3.1370 2.3240 5.4680
O 0.2830 -3.5570 4.4140
H 0.4660 -4.3110 3.8920
H -0.6720 -3.4930 4.4400
O 0.6480 1.5510 8.6560
H -0.1060 1.9910 9.0570
H 0.3510 0.6130 8.5450
O -0.5200 0.4500 1.9120
H -0.3900 0.6020 2.8470
H -0.1810 1.1170 1.3480
O 2.2070 1.3420 2.8700
H 1.4920 1.0220 3.4310
H 1.7570 1.2310 2.0350
O 2.3380 -2.1300 3.1470
H 1.5680 -2.5110 3.6220
H 3.1960 -2.4150 3.4620
O -2.0540 -1.3830 4.3570
H -1.1050 -1.3780 4.1680
H -2.0380 -1.0130 5.2410
```

HOMO energy	-5.73	eV
energy relative to the best compared isomer or geometry (same formula, charge and spin)	39.5	kJ/mol
LUMO level	0.0817	hartree
HOMO-LUMO gap	7.96	eV
molecular weight	301.259	Da
net charge	-1

Charges obtained by Mulliken population analysis, quoted in units of e:
1. C 1.619
2. O -0.747
3. H -0.340
4. H -0.545
5. H -0.246
6. O -0.736
7. H 0.275
8. H 0.169
9. O -0.701
10. H 0.311
11. H 0.273
12. O -0.715
13. H 0.289
14. H 0.360
15. O -0.812
16. H 0.431
17. H 0.327
18. O -0.621
19. H 0.343
20. H 0.307
21. O -0.668
22. H 0.295
23. H 0.376
24. O -0.885
25. H 0.615
26. H 0.298
27. O -0.626
28. H 0.243
29. H 0.366
30. O -0.677
31. H 0.310
32. H 0.367
33. O -0.636
34. H 0.217
35. H 0.349
36. O -0.594
37. H 0.288
38. H 0.335
39. O -0.715
40. H 0.287
41. H 0.258
42. O -0.605
43. H 0.349
44. H 0.223
45. O -0.688
46. H 0.347
47. H 0.355
48. O -0.709
49. H 0.243
50. H 0.443


(3)
Molecular formula: CH3BF2O2
Method: DFT, ωB97M-V with the def2-TZVPD basis set

```
9
Properties=species:S:1:pos:R:3
B -0.2808 0.4370 0.6444
C 1.2167 0.0264 -1.9875
O -1.5902 0.0980 0.8961
O 0.6651 -0.0539 1.4635
F 0.4523 0.4849 -2.9142
F 0.6687 -1.1625 -1.7083
H -0.0520 1.1910 -0.2363
H -1.5450 -0.2632 1.7516
H 0.4652 -0.7578 2.0908
```

HOMO energy	-11.16	eV
energy relative to the best compared isomer or geometry (same formula, charge and spin)	269.9	kJ/mol
LUMO level	0.0062	hartree
HOMO-LUMO gap	11.33	eV
molecular weight	95.841	Da

Charges obtained by Mulliken population analysis, quoted in units of e:
1. B 0.620
2. C 0.137
3. O -0.503
4. O -0.515
5. F -0.077
6. F -0.109
7. H -0.118
8. H 0.272
9. H 0.294


(4)
Molecular formula: CH3Br2P
Method: DFT, ωB97M-V with the def2-TZVPD basis set

```
7
Properties=species:S:1:pos:R:3
C -0.2161 0.3333 -0.4495
P 0.5927 -1.0645 0.3319
Br -2.8773 -0.1444 -0.0365
Br 2.5988 -0.1751 -0.0173
H -0.2681 0.3463 -1.5290
H -0.3108 1.2831 0.0514
H 0.4809 -0.5786 1.6490
```

HOMO energy	-9.99	eV
energy relative to the best compared isomer or geometry (same formula, charge and spin)	275.3	kJ/mol
LUMO level	-0.0854	hartree
HOMO-LUMO gap	7.66	eV
molecular weight	205.817	Da

Charges obtained by Mulliken population analysis, quoted in units of e:
1. C -0.751
2. P 0.169
3. Br -0.270
4. Br -0.148
5. H 0.441
6. H 0.465
7. H 0.094


(5)
Molecular formula: CH3Br2P
Method: DFT, ωB97M-V with the def2-TZVPD basis set

```
7
Properties=species:S:1:pos:R:3
C 1.5351 -0.1708 0.2531
P -0.1192 -0.7188 -1.0336
Br 2.1000 1.7353 0.0598
Br 3.0307 -1.2315 -0.1364
H 1.2669 -0.3643 1.2315
H -0.2957 -1.6768 -0.0840
H 0.8213 -1.5188 -1.7160
```

HOMO energy	-9.76	eV
energy relative to the best compared isomer or geometry (same formula, charge and spin)	283.3	kJ/mol
LUMO level	0.0011	hartree
HOMO-LUMO gap	9.79	eV
molecular weight	205.817	Da

Charges obtained by Mulliken population analysis, quoted in units of e:
1. C -0.465
2. P 0.074
3. Br -0.095
4. Br -0.034
5. H 0.377
6. H 0.064
7. H 0.079


(6)
Molecular formula: CH3Br2PS
Method: DFT, ωB97M-V with the def2-TZVPD basis set

```
8
Properties=species:S:1:pos:R:3
C 2.2260 -0.3841 -1.0050
P -2.1619 1.1642 0.9642
S -1.4036 0.0224 -0.5893
Br 1.0834 0.7748 -0.1843
Br 2.2358 -2.1919 -0.5259
H 3.1183 -0.2569 -1.6291
H -3.3520 0.3973 0.9007
H -1.7460 0.4741 2.0688
```

HOMO energy (alpha / beta)	-8.41 / -8.50	eV
energy relative to the best compared isomer or geometry (same formula, charge and spin)	554.5	kJ/mol
LUMO level (alpha / beta)	-0.0517 / -0.0304	hartree
HOMO-LUMO gap (alpha / beta)	7.00 / 7.67	eV
molecular weight	237.884	Da

Charges obtained by Mulliken population analysis, quoted in units of e:
1. C -0.314
2. P -0.088
3. S -0.205
4. Br 0.100
5. Br -0.028
6. H 0.396
7. H 0.070
8. H 0.070


(7)
Molecular formula: CH3Br2PS
Method: DFT, ωB97M-V with the def2-TZVPD basis set

```
8
Properties=species:S:1:pos:R:3
C -1.5721 -0.1217 -0.2746
P 1.0994 0.1018 0.4696
S 1.7608 0.1354 2.2744
Br 1.9112 -1.6145 -0.8685
Br 1.7654 1.8390 -0.7913
H -1.8300 0.8928 0.0383
H -1.4504 -0.3636 -1.3026
H -1.6843 -0.8693 0.4547
```

HOMO energy (alpha / beta)	-9.20 / -8.99	eV
energy relative to the best compared isomer or geometry (same formula, charge and spin)	249.3	kJ/mol
LUMO level (alpha / beta)	-0.0878 / -0.0521	hartree
HOMO-LUMO gap (alpha / beta)	6.81 / 7.57	eV
molecular weight	237.884	Da

Charges obtained by Mulliken population analysis, quoted in units of e:
1. C -0.920
2. P 0.350
3. S -0.258
4. Br -0.146
5. Br -0.112
6. H 0.344
7. H 0.356
8. H 0.387


(8)
Molecular formula: CH3Br3Si
Method: DFT, ωB97M-V with the def2-TZVPD basis set

```
8
Properties=species:S:1:pos:R:3
C 0.5491 -0.5386 -0.0869
Si -0.9338 -0.5550 0.9543
Br -0.0455 -1.3193 -1.7971
Br -1.6882 -2.4524 1.7820
Br -0.4886 0.7547 2.7080
H -2.0938 -0.1843 0.1093
H 0.9679 0.3973 -0.4130
H 1.5292 -1.1756 0.0794
```

HOMO energy	-10.53	eV
energy relative to the best compared isomer or geometry (same formula, charge and spin)	44.9	kJ/mol
LUMO level	0.0148	hartree
HOMO-LUMO gap	10.93	eV
molecular weight	282.833	Da

Charges obtained by Mulliken population analysis, quoted in units of e:
1. C -0.614
2. Si 0.609
3. Br -0.131
4. Br -0.204
5. Br -0.233
6. H -0.083
7. H 0.351
8. H 0.305